{"formula": "C3H4O3S", "method": "ωB97M-V with the def2-TZVPD basis set", "symbols": ["C", "C", "C", "O", "O", "O", "S", "H", "H", "H", "H"], "coordinates": [[-1.682748, -0.642915, 0.619364], [-0.639593, 0.090531, 0.897805], [0.548225, 0.471573, 0.079409], [-1.526571, -0.529515, 4.080025], [-2.598185, -0.724921, 1.714431], [-0.757315, 0.773916, 2.105350], [-2.028258, 0.256650, 3.003934], [-1.979055, -1.212329, -0.197875], [-0.016222, 0.663445, -0.771052], [1.388392, -0.116907, 0.029310], [1.030028, 1.323965, 0.463901]], "atomic_forces_ev_per_a": [[-1.097, -0.205, 2.442], [1.410, 0.601, 0.633], [-2.022, 0.551, 1.429], [0.270, -0.722, 0.169], [0.995, 0.974, 0.025], [0.032, -0.329, 0.141], [-0.975, 0.139, -0.934], [-0.087, -0.830, -1.239], [0.451, 0.575, -2.595], [1.250, -2.540, -0.531], [-0.226, 1.786, 0.462]], "lowdin_charge": [-0.089, -0.358, 0.016, -0.372, -0.279, -0.239, 0.991, 0.113, 0.075, 0.064, 0.079], "charge": 0, "de_lowest_kj_mol": 294.7, "homo_lumo_gap_ha": 0.366, "e_tot_ev": -20151.320, "max_force_ev_per_a": 2.88}